The following is a DFT calculation (wB97M-V/def2-TZVPD) of a structure of composition C57H56Cl4N5O3RbSb2 in a non-equilibrium geometry.

**Energy**: -137431.3684 eV
**LUMO**: 3.575 eV
**Net charge**: -2
**HOMO**: -1.44 eV
**Maximum force**: 1.057 eV/Å
**Orbital gap**: 5.01 eV

Each line ends with the Löwdin charge.
CARTESIAN COORDINATES (ANGSTROEM)
Sb  -2.69397  0.02018  -2.51454  1.5140
Sb  -1.78077  -2.48556  -0.12351  1.4727
Rb  0.89737  -0.32210  -0.23623  0.6806
Cl  0.93218  -1.15498  -5.39043  0.6858
Cl  3.93615  -2.06828  -5.61300  0.5834
Cl  3.71844  -3.78330  -0.45670  0.6378
Cl  5.34661  -3.37127  -3.12257  0.5844
O  0.92194  -2.90301  -0.63166  -0.3579
O  1.61870  2.68561  -1.29734  -0.0007
O  -0.17769  -1.43833  -2.66875  -0.3405
N  3.63470  0.64632  0.28502  0.1330
N  -1.57017  1.45674  1.53783  0.0587
N  0.33891  3.62737  -2.88540  0.0865
N  -1.52237  1.45738  2.77231  0.0553
N  3.83716  2.30904  2.11972  -0.1005
C  -2.26622  0.94274  -5.46300  -0.1451
C  -0.91526  0.29327  3.37521  -0.3652
C  -1.34660  -4.24670  1.05163  -0.3340
C  2.54739  2.58933  2.78109  -0.1309
C  -0.18705  -6.35458  1.32304  -0.1014
C  -3.32406  3.20806  1.64539  -0.0452
C  2.95493  -3.04058  -1.83471  -0.6154
C  -3.80153  3.24729  -5.35506  -0.1066
C  1.14448  2.63278  -2.42575  -0.4997
C  -3.67865  4.59450  -0.29474  -0.1066
C  -0.04290  -1.85833  4.78668  -0.1250
C  0.21114  -1.74106  3.42361  -0.1754
C  -1.62995  -5.56312  3.06677  -0.1118
C  -4.79376  0.25620  -2.01200  -0.3682
C  -6.10909  -3.02784  1.12260  -0.1078
C  -7.47440  0.66169  -1.28821  -0.1123
C  -5.12688  0.90247  -0.82483  -0.1324
C  3.44486  1.53536  4.86574  -0.1964
C  -2.60590  3.98187  -0.93098  -0.0933
C  -2.35829  1.76975  -6.57791  -0.1061
C  -2.41855  -3.64540  -1.84703  -0.3630
C  -6.27516  -1.98868  2.03129  -0.1208
C  -4.88294  -3.21561  0.49568  -0.1279
C  -0.46738  -5.21899  0.57292  -0.1196
C  -2.25479  2.59300  1.00166  -0.2594
C  4.74699  1.21396  4.13112  -0.1815
C  0.99215  -1.94232  -2.81154  -0.5009
C  4.99653  2.21358  3.00443  -0.1622
C  -4.03226  4.20724  0.99226  -0.1031
C  -6.45421  1.10750  -0.46257  -0.0946
C  -1.89718  2.97760  -0.28677  -0.0491
C  -0.73923  -0.85931  5.47076  -0.1351
C  2.22065  1.93733  -4.62705  -0.1805
C  -1.91799  -4.43396  2.30818  -0.1293
C  1.60537  -2.67901  -1.69336  -0.5304
C  1.45395  1.50177  -3.37328  -0.1159
C  -7.16079  0.01079  -2.47634  -0.1053
C  -3.99382  -1.32773  1.65490  -0.1487
C  -3.45142  -3.01750  -2.78354  -0.3645
C  -0.19205  -0.64516  2.62467  -0.1633
C  -3.12122  2.92825  -6.52572  -0.1153
C  2.26829  1.58659  3.89198  -0.1706
C  -3.71136  2.41528  -4.24588  -0.1412
C  3.76777  1.46223  1.09132  -0.2959
C  3.07694  -2.27001  -4.11003  -0.7356
C  -0.34616  3.63467  -4.16942  -0.1835
C  -2.97182  -1.81743  -3.59930  -0.3771
C  1.74456  -1.83496  -3.99352  -0.5910
C  -1.18167  0.23650  4.74917  -0.0923
C  3.68798  -2.84972  -3.02244  -0.7316
C  -3.80388  -2.36588  0.74047  -0.3654
C  -0.76713  -6.53144  2.57323  -0.1257
C  -2.93806  1.25374  -4.27989  -0.3768
C  1.33236  2.50987  -5.73059  -0.2089
C  0.58889  3.79317  -5.36409  -0.1805
C  -5.83346  -0.18691  -2.83059  -0.1278
C  -5.21026  -1.14173  2.30282  -0.1054
H  -3.19129  3.57584  -7.39227  0.0904
H  5.86111  1.93239  2.40536  0.1208
H  -6.93756  -3.69414  0.90490  0.0877
H  2.60155  3.60904  3.17623  0.1218
H  -4.35507  -2.74805  -2.22530  0.0719
H  2.73771  1.05772  -5.01774  0.0870
H  0.30509  -2.73328  5.33099  0.0844
H  -1.99296  -2.01408  -4.03960  0.0386
H  2.10097  0.60175  3.44314  0.1077
H  5.59853  1.21534  4.81767  0.1043
H  1.93656  2.68782  -6.62571  0.1065
H  -0.53969  -7.41333  3.16256  0.0838
H  4.68012  0.21174  3.69672  0.1211
H  -3.68339  -1.59266  -4.39857  0.0429
H  0.03558  -5.06403  -0.37322  0.0905
H  -5.60820  -0.69431  -3.76348  0.0909
H  -7.23089  -1.84126  2.52207  0.0859
H  -7.95300  -0.34787  -3.12483  0.0901
H  -4.25459  2.67460  -3.34156  0.0912
H  2.99642  2.65951  -4.34654  0.1205
H  0.75241  -2.56268  2.95135  0.0817
H  -4.77013  -4.04319  -0.19992  0.0905
H  -2.07708  -5.67828  4.04839  0.0893
H  -6.68335  1.60318  0.47412  0.0973
H  -0.00828  4.11758  -6.22242  0.1004
H  -3.76833  -3.78795  -3.50043  0.0983
H  2.04662  0.78687  -2.80514  0.1078
H  -5.32458  -0.32980  3.01388  0.0946
H  -0.94018  -0.94512  6.53294  0.0773
H  -1.05616  4.46178  -4.14118  0.1148
H  -1.49453  -3.85788  -2.39126  0.0569
H  -1.07845  2.46540  -0.77416  0.0756
H  0.10368  4.32380  -2.19778  0.1286
H  0.53164  0.98611  -3.65966  0.0919
H  -2.79990  -4.59068  -1.45257  0.0450
H  -4.88043  4.67119  1.48268  0.0932
H  -8.51071  0.80808  -1.00444  0.0886
H  3.25908  0.79638  5.64746  0.1078
H  0.59545  1.74435  -6.00076  0.0809
H  -4.34283  1.24191  -0.15776  0.0745
H  -2.59099  -3.68612  2.71386  0.0915
H  -3.59764  2.87127  2.63651  0.0994
H  -2.34245  4.25802  -1.94625  0.0848
H  1.34070  1.85533  4.40123  0.1116
H  -3.16821  -0.65311  1.86800  0.0658
H  1.76716  2.56433  2.02224  0.1241
H  -1.64744  0.05094  -5.51336  0.0670
H  -4.40818  4.14538  -5.30692  0.0935
H  5.17999  3.21319  3.41196  0.1174
H  0.50591  -7.09292  0.93470  0.0920
H  1.30396  4.59399  -5.14382  0.1103
H  -1.74636  1.03500  5.22185  0.0864
H  -4.25346  5.35578  -0.80902  0.0922
H  -0.94077  2.72736  -4.28506  0.0876
H  3.54562  2.50809  5.36631  0.1078
H  -1.82348  1.51033  -7.48529  0.1010



The following is a DFT calculation (wB97M-V/def2-TZVPD) of a cluster of 2 separate species, C7H7N in total in a non-equilibrium geometry.

**Energy**: -8857.7247 eV
**LUMO**: 0.950 eV
**HOMO**: -9.53 eV
**Maximum force**: 7.000 eV/Å
**Orbital gap**: 10.48 eV
**Structure (SMILES)**: c1ccncc1.C#C

Each line ends with the natural charge from an NBO analysis.
CARTESIAN COORDINATES (ANGSTROEM)
N  0.46442  -1.52358  -1.05365  -0.4187
C  -1.28486  -0.04393  -0.41663  -0.2503
C  0.19052  -0.73961  1.21626  -0.2571
C  0.67398  1.67884  -0.08781  -0.2452
C  -0.61661  -0.86433  -1.25412  -0.0142
C  0.54478  2.74536  0.46162  -0.2921
C  -0.78944  0.09491  0.87507  -0.1780
C  0.86919  -1.49596  0.12201  0.0711
H  -1.23000  0.80466  1.63027  0.2378
H  0.58328  -0.82816  2.22905  0.2228
H  0.37005  3.46503  1.33792  0.2547
H  -0.95817  -0.76581  -2.26217  0.1888
H  -2.02911  0.78821  -0.81158  0.2412
H  0.62963  0.70015  -0.64245  0.2541
H  1.85794  -1.75063  0.39618  0.1850



The following is a DFT calculation (wB97M-V/def2-TZVPD) of a structure of composition C3H5NO2 in a non-equilibrium geometry.

**Energy**: -8773.2807 eV
**LUMO**: 0.785 eV
**HOMO**: -9.84 eV
**Maximum force**: 6.643 eV/Å
**Orbital gap**: 10.63 eV

Each line ends with the natural charge from an NBO analysis.
CARTESIAN COORDINATES (ANGSTROEM)
O  -1.79399  -0.95310  0.02212  -0.5583
O  1.44564  0.39067  -0.67986  -0.5310
N  -0.98577  1.29683  0.10867  -0.9360
C  1.57240  -0.16967  0.75384  -0.1640
C  -0.94076  -0.16602  0.09268  0.6805
C  0.53097  -0.65174  -0.29918  -0.0575
H  1.21590  0.45944  1.64595  0.2350
H  0.00449  1.66273  -0.10397  0.4497
H  0.87689  -1.37680  -0.91966  0.2197
H  2.67884  -0.97542  0.70161  0.2212
H  -2.06464  1.57619  -0.10675  0.4407



The following is a DFT calculation (wB97M-V/def2-TZVPD) of a structure of composition C7H18BrI2OP2Tl in a non-equilibrium geometry.

**Energy**: -119093.2897 eV
**LUMO (alpha / beta)**: -11.181 / -11.219 eV
**Net charge**: +2
**HOMO (alpha / beta)**: -14.64 / -14.29 eV
**Maximum force**: 5.345 eV/Å
**Orbital gap (alpha / beta)**: 3.46 / 3.07 eV

Each line ends with the natural charge from an NBO analysis.
CARTESIAN COORDINATES (ANGSTROEM)
Tl  1.50852  -1.44603  -0.79317  0.8158
I  3.43244  -2.27661  -2.67836  -0.1680
I  2.33768  2.08607  -5.17972  0.0114
Br  -0.92742  -0.16648  1.48116  -0.1127
P  -1.89347  -1.18395  -0.93112  1.1284
P  1.59509  1.06098  1.47278  1.1792
O  0.35083  1.80784  -2.36466  -0.4159
C  -2.10923  -1.58805  -2.71876  -0.9330
C  -3.54447  -0.39454  -0.74971  -0.9451
C  1.01679  2.53735  2.40272  -0.9514
C  2.30219  0.18907  2.92243  -0.9618
C  -2.40111  -2.83700  -0.32361  -0.9571
C  0.19995  1.12321  -1.43794  0.4589
C  3.19014  1.82095  0.94036  -0.9369
H  2.99755  2.60500  0.20188  0.2628
H  1.77531  2.88346  3.11806  0.2812
H  -1.28242  -2.21768  -3.06257  0.2488
H  -3.57835  0.54934  -1.29806  0.2618
H  2.93126  -0.63668  2.58945  0.2540
H  0.11002  2.28795  2.94955  0.2643
H  3.82221  1.06569  0.46193  0.2549
H  -1.63055  -3.57124  -0.56058  0.2497
H  2.89755  0.87420  3.53921  0.2779
H  1.49584  -0.22495  3.52127  0.2647
H  -2.50998  -2.80326  0.75688  0.2607
H  -4.34652  -1.05167  -1.11448  0.2750
H  -3.06372  -2.10766  -2.87770  0.2824
H  -3.72508  -0.17235  0.29995  0.2617
H  -3.35235  -3.14463  -0.77702  0.2756
H  0.77763  3.35054  1.71446  0.2643
H  -2.08683  -0.66890  -3.31166  0.2606
H  3.71049  2.25001  1.80703  0.2879



The following is a DFT calculation (wB97M-V/def2-TZVPD) of an isolated molecule of C4H7NO2.

**Energy**: -9843.4107 eV
**LUMO**: 0.790 eV
**HOMO**: -9.79 eV
**Maximum force**: 0.599 eV/Å
**Orbital gap**: 10.58 eV
**Structure (SMILES)**: C/C(=N\O)[C@H]1CO1

Each line ends with the natural charge from an NBO analysis.
CARTESIAN COORDINATES (ANGSTROEM)
O  1.92790  -0.67398  0.54342  -0.4770
O  -1.77270  1.38055  1.10746  -0.5404
N  -0.51584  1.17809  0.59080  -0.0811
C  -0.34802  0.08189  -0.04589  0.1650
C  -1.46470  -0.89556  -0.29742  -0.7030
C  1.04507  -0.23494  -0.48762  0.0067
C  2.18209  0.58230  -0.06782  -0.0984
H  1.12556  -0.81764  -1.40712  0.1889
H  -2.20587  0.51552  1.21943  0.4483
H  -2.29228  -0.39640  -0.81735  0.2392
H  1.99534  1.45401  0.55464  0.2082
H  3.06999  0.61844  -0.69868  0.1831
H  -1.13324  -1.74640  -0.89548  0.2391
H  -1.86587  -1.29384  0.64693  0.2214



The following is a DFT calculation (wB97M-V/def2-TZVPD) of a cluster of 2 separate species, H2N2O3 in total in a non-equilibrium geometry.

**Energy**: -9144.9901 eV
**LUMO (alpha / beta)**: 8.299 / 8.299 eV
**Net charge**: -2
**HOMO (alpha / beta)**: 3.21 / 3.47 eV
**Maximum force**: 4.048 eV/Å
**Orbital gap (alpha / beta)**: 5.09 / 4.83 eV

Each line ends with the natural charge from an NBO analysis.
CARTESIAN COORDINATES (ANGSTROEM)
O  0.06537  0.93212  -0.32725  -0.4511
O  -2.46828  0.08063  0.23227  -0.7929
O  1.99860  -0.00430  0.69688  -0.8810
N  -1.21416  -0.43621  0.00436  -0.2759
N  1.26778  0.47071  -0.37361  -0.0515
H  -0.82696  -0.71114  0.85854  0.2581
H  1.17765  -0.33181  -1.09119  0.1943



> What is the maximum force in the sixth record?

4.048 eV/Å